#i
C6H14 in the gas phase, computed with ωB97M-V with the def2-TZVPD basis set.

Element x y z (Å)
C1 2.806 0.324 -0.185
C2 1.441 -0.345 -0.353
C3 0.312 0.397 0.364
C4 -1.035 -0.338 0.362
C5 -2.109 0.504 1.051
C6 -1.485 -0.714 -1.051
H1 2.724 1.416 -0.244
H2 3.501 0.004 -0.968
H3 3.258 0.079 0.782
H4 1.201 -0.411 -1.421
H5 1.490 -1.382 0.012
H6 0.180 1.382 -0.112
H7 0.605 0.601 1.405
H8 -0.908 -1.269 0.936
H9 -3.062 -0.035 1.100
H10 -1.818 0.773 2.073
H11 -2.283 1.435 0.496
H12 -2.480 -1.172 -1.034
H13 -1.537 0.178 -1.690
H14 -0.801 -1.427 -1.524

HOMO-LUMO gap: 12.186 eV
HOMO: -10.957 eV
Molar mass: 86.2 g/mol
Multiplicity: 1
SMILES string: CCCC(C)C

---

#ii
A molecular structure, C6H14, computed with ωB97M-V with the def2-TZVPD basis set.

Element x y z (Å)
C1 -1.088 -0.667 2.068
C2 -0.833 0.528 1.144
C3 -0.044 0.184 -0.138
C4 1.109 1.096 -0.280
C5 -0.277 -0.961 -0.848
C6 0.965 -1.692 -1.337
H1 -0.261 -0.962 2.713
H2 -1.167 -1.515 1.381
H3 -2.020 -0.681 2.638
H4 -1.767 0.961 0.809
H5 -0.297 1.281 1.723
H6 1.328 0.110 0.279
H7 1.649 0.960 -1.218
H8 1.135 2.103 0.080
H9 -0.623 2.801 -1.920
H10 -0.624 3.178 -1.288
H11 -1.105 -0.951 -1.547
H12 1.481 -1.353 -2.237
H13 0.749 -2.750 -1.495
H14 1.692 -1.671 -0.524

HOMO-LUMO gap: 8.087 eV
HOMO: -6.987 eV
Molar mass: 86.2 g/mol
Multiplicity: 1

---

Stability check: which of them is most stable? #i.

---

#i
2 unconnected molecules or ions with the total composition C6H14, computed with ωB97M-V with the def2-TZVPD basis set.

Element x y z (Å)
C1 -1.642 1.092 -0.236
C2 -0.679 0.177 -0.208
C3 -0.922 -1.249 -0.639
C4 0.746 0.584 0.123
C5 1.503 -0.305 1.117
C6 1.496 0.662 -1.212
H1 -1.469 2.110 0.111
H2 -2.644 0.863 -0.597
H3 -2.548 -0.496 1.867
H4 -1.846 -0.621 2.064
H5 -0.529 -1.431 -1.647
H6 -1.990 -1.485 -0.647
H7 -0.429 -1.965 0.031
H8 0.700 1.593 0.553
H9 1.643 -1.324 0.736
H10 1.003 -0.371 2.090
H11 2.503 0.113 1.286
H12 0.931 1.284 -1.914
H13 2.500 1.080 -1.093
H14 1.593 -0.338 -1.653

HOMO-LUMO gap: 10.307 eV
HOMO: -9.156 eV
Molar mass: 86.2 g/mol
Multiplicity: 1
SMILES string: C=C(C)C(C)C.[H][H]

---

#ii
2 unconnected molecules or ions with the total composition C6H14, computed with ωB97M-V with the def2-TZVPD basis set.

Element x y z (Å)
C1 -1.659 1.105 -0.220
C2 -0.665 0.221 -0.291
C3 -0.916 -1.214 -0.681
C4 0.769 0.637 -0.005
C5 1.418 -0.213 1.092
C6 1.617 0.615 -1.283
H1 -1.481 2.143 0.054
H2 -2.689 0.827 -0.438
H3 -2.450 -0.995 2.450
H4 -2.024 -0.558 2.023
H5 -0.393 -1.473 -1.610
H6 -1.984 -1.398 -0.832
H7 -0.562 -1.908 0.091
H8 0.734 1.675 0.353
H9 1.549 -1.253 0.770
H10 0.815 -0.214 2.008
H11 2.412 0.179 1.340
H12 1.155 1.220 -2.070
H13 2.619 1.013 -1.088
H14 1.736 -0.406 -1.665

HOMO-LUMO gap: 10.471 eV
HOMO: -9.323 eV
Molar mass: 86.2 g/mol
Multiplicity: 1
SMILES string: C=C(C)C(C)C.[H][H]

---

Stability check: which of them is most stable? #ii.

---

#i
A molecular structure, C6H14, computed with ωB97M-V with the def2-TZVPD basis set.

Element x y z (Å)
C1 2.842 0.288 0.300
C2 1.633 -0.280 0.236
C3 0.336 0.479 0.405
C4 -0.985 -0.310 0.350
C5 -2.092 0.519 1.010
C6 -1.421 -0.730 -1.058
H1 2.948 1.372 0.309
H2 1.979 -0.052 -1.443
H3 3.748 -0.305 0.224
H4 1.351 -0.321 -1.819
H5 1.544 -1.361 0.099
H6 0.270 1.362 -0.251
H7 0.455 0.862 1.422
H8 -0.846 -1.222 0.948
H9 -3.036 -0.035 1.043
H10 -1.825 0.794 2.037
H11 -2.272 1.447 0.451
H12 -2.387 -1.251 -1.018
H13 -1.543 0.145 -1.710
H14 -0.699 -1.401 -1.536

HOMO-LUMO gap: 9.976 eV
HOMO: -8.751 eV
Molar mass: 86.2 g/mol
Multiplicity: 1

---

#ii
2 unconnected molecules or ions with the total composition C6H14, computed with ωB97M-V with the def2-TZVPD basis set.

Element x y z (Å)
C1 1.457 -1.590 0.646
C2 0.828 -0.316 1.218
C3 0.722 0.779 0.056
C4 -0.118 0.952 -1.151
C5 -1.645 1.268 -0.710
C6 -2.086 -0.167 -0.130
H1 0.907 -2.122 -0.149
H2 2.417 -1.307 0.063
H3 1.833 -2.256 1.503
H4 -0.034 -0.414 1.902
H5 1.626 0.179 1.976
H6 1.221 1.725 0.236
H7 3.156 -0.921 -0.247
H8 -0.170 0.109 -1.893
H9 0.259 1.924 -1.591
H10 -1.620 1.983 -0.020
H11 -2.300 1.544 -1.530
H12 -2.995 -0.098 0.510
H13 -1.066 -0.279 0.245
H14 -2.391 -0.993 -0.933

HOMO-LUMO gap: 5.144 eV
HOMO: -6.378 eV
Molar mass: 86.2 g/mol
Multiplicity: 1

---

Stability check: which of them is most stable? #i.

---

#i
A molecular structure, C2H3O2Se, computed with ωB97M-V with the def2-TZVPD basis set.

Element x y z (Å)
C1 2.445 -0.122 0.688
C2 -1.302 0.330 -1.164
O1 2.386 0.462 -0.285
O2 2.570 -0.722 1.645
Se1 -0.631 0.339 0.538
H1 -2.225 0.905 -1.504
H2 -1.342 -0.625 -1.728
H3 -1.900 -0.567 1.809

HOMO-LUMO gap (spin up / spin down): 5.556 / 5.556 eV
HOMO (spin up / spin down): -2.122 / -2.123 eV
Molar mass: 138.0 g/mol
Multiplicity: 1
Total charge: -1

---

#ii
2 unconnected molecules or ions with the total composition C2H3O2Se, computed with ωB97M-V with the def2-TZVPD basis set.

Element x y z (Å)
C1 0.792 0.559 1.305
C2 0.055 -0.671 -0.490
O1 0.911 1.657 0.921
O2 0.855 -0.179 2.189
Se1 -0.939 0.194 -1.924
H1 -0.720 -1.280 -0.055
H2 0.835 -1.211 -0.918
H3 -1.788 0.931 -1.028

HOMO-LUMO gap: 6.098 eV
HOMO: -2.520 eV
Molar mass: 138.0 g/mol
Multiplicity: 1
Total charge: -1

---

Stability check: which of them is most stable? #ii.

---

#i
2 unconnected molecules or ions with the total composition C5H9O, computed with ωB97M-V with the def2-TZVPD basis set.

Element x y z (Å)
C1 0.924 -0.394 1.271
C2 -0.294 -1.490 -1.523
C3 0.866 -0.526 2.583
C4 -0.440 1.692 -0.998
C5 -0.888 0.387 -0.296
O1 -0.875 -0.900 -0.586
H1 1.485 -0.445 0.382
H2 -0.489 -2.562 -1.480
H3 0.287 -1.007 -2.262
H4 -0.016 -0.412 3.164
H5 1.573 -1.177 3.007
H6 -0.849 1.852 -1.965
H7 0.659 1.732 -1.318
H8 -0.591 2.705 -0.589
H9 -1.352 0.545 0.608

HOMO-LUMO gap (spin up / spin down): 8.141 / 7.265 eV
HOMO (spin up / spin down): -13.588 / -13.185 eV
Molar mass: 85.1 g/mol
Multiplicity: 1
Total charge: +1

---

#ii
2 unconnected molecules or ions with the total composition C5H9O, computed with ωB97M-V with the def2-TZVPD basis set.

Element x y z (Å)
C1 -1.763 1.159 0.094
C2 2.550 0.451 0.371
C3 -1.074 -0.116 0.373
C4 2.168 0.347 -0.909
C5 -1.734 -1.485 0.032
O1 0.087 0.088 0.637
H1 -1.258 1.990 -0.144
H2 -2.628 1.315 0.721
H3 2.612 -0.225 1.163
H4 2.890 1.382 0.571
H5 1.365 -0.132 -1.362
H6 2.490 1.111 -1.540
H7 -2.786 -1.615 -0.318
H8 -1.166 -2.088 -0.654
H9 -1.754 -2.181 0.964

HOMO-LUMO gap (spin up / spin down): 9.355 / 4.373 eV
HOMO (spin up / spin down): -14.658 / -13.181 eV
Molar mass: 85.1 g/mol
Multiplicity: 1
Total charge: +1

---

Stability check: which of them is most stable? #ii.

---

#i
C4H3FO2S in the gas phase, computed with ωB97M-V with the def2-TZVPD basis set.

Element x y z (Å)
C1 1.319 -0.543 0.093
C2 1.811 0.791 -0.547
C3 0.258 -0.700 0.855
C4 -1.514 0.702 0.384
H1 2.335 0.246 -1.646
H2 0.050 -1.447 1.561
H3 -2.081 1.710 0.664
O1 1.593 1.986 -0.299
O2 -0.596 0.388 1.264
F1 2.031 -1.691 -0.212
S1 -2.362 -0.361 -0.694

HOMO-LUMO gap: 8.139 eV
HOMO: -9.118 eV
Molar mass: 134.1 g/mol
Multiplicity: 1
SMILES string: O=C/C(F)=C\OC=S

---

#ii
A molecular structure, C4H3FO2S, computed with ωB97M-V with the def2-TZVPD basis set.

Element x y z (Å)
C1 1.337 -0.428 -0.134
C2 2.083 0.421 0.628
C3 0.182 -0.926 0.274
C4 -1.731 0.341 0.554
H1 3.383 0.256 1.064
H2 -0.217 -1.713 -0.521
H3 -2.330 0.820 1.323
O1 1.305 1.224 1.110
O2 -0.848 -0.576 1.042
F1 1.963 -1.109 -1.141
S1 -2.087 0.562 -1.046

HOMO-LUMO gap: 9.013 eV
HOMO: -9.411 eV
Molar mass: 134.1 g/mol
Multiplicity: 1

---

Stability check: which of them is most stable? #i.

---

#i
C5H8O2 in the gas phase, computed with ωB97M-V with the def2-TZVPD basis set.

Element x y z (Å)
C1 0.237 -0.291 1.717
C2 -0.181 0.986 0.989
C3 -0.105 0.895 -0.547
C4 -0.594 -0.420 -1.100
O1 -1.680 -0.915 -0.887
C5 0.376 -1.212 -1.990
O2 1.483 -0.822 -2.268
H1 -0.481 -1.098 1.537
H2 0.277 -0.119 2.798
H3 1.229 -0.634 1.398
H4 0.471 1.814 1.291
H5 -1.196 1.258 1.292
H6 -0.725 1.685 -0.988
H7 0.921 1.049 -0.893
H8 -0.034 -2.177 -2.348

HOMO-LUMO gap: 9.256 eV
HOMO: -9.781 eV
Molar mass: 100.1 g/mol
Multiplicity: 1
SMILES string: CCCC(=O)C=O

---

#ii
C5H8O2 in the gas phase, computed with ωB97M-V with the def2-TZVPD basis set.

Element x y z (Å)
C1 1.877 -0.076 -0.566
C2 -0.182 0.761 -1.566
C3 0.601 0.234 -0.483
C4 -0.967 -1.182 0.948
C5 -0.312 0.136 1.050
O1 -1.372 0.817 -1.726
O2 -1.079 1.380 1.029
H1 2.462 -0.403 0.361
H2 2.567 0.193 -1.364
H3 0.555 1.066 -2.416
H4 -1.029 -1.550 1.950
H5 -1.903 -1.137 0.348
H6 -0.251 -1.894 0.554
H7 0.481 0.273 1.759
H8 -1.450 1.382 0.121

HOMO-LUMO gap: 9.427 eV
HOMO: -9.543 eV
Molar mass: 100.1 g/mol
Multiplicity: 1
SMILES string: C=C(C=O)[C@H](C)O

---

#iii
C5H8O2 in the gas phase, computed with ωB97M-V with the def2-TZVPD basis set.

Element x y z (Å)
O1 1.053 -1.328 -0.903
C1 1.551 -0.018 -0.680
C2 0.599 1.077 -0.512
C3 -0.676 -0.231 1.569
C4 -1.543 0.396 0.510
O2 -2.718 0.624 0.641
C5 -0.814 0.723 -0.821
H1 1.801 -1.916 -1.067
H2 2.314 0.001 0.113
H3 2.064 0.390 -1.582
H4 0.151 0.466 1.771
H5 -0.240 -1.156 1.173
H6 -1.235 -0.421 2.486
H7 -0.949 -0.175 -1.446
H8 -1.358 1.568 -1.251

HOMO-LUMO gap: 8.653 eV
HOMO: -8.818 eV
Molar mass: 100.1 g/mol
Multiplicity: 1

---

#iv
C5H8O2 in the gas phase, computed with ωB97M-V with the def2-TZVPD basis set.

Element x y z (Å)
C1 -1.697 -0.516 0.503
C2 -0.369 0.214 0.552
C3 0.989 -0.443 0.804
O1 1.517 -1.051 -0.382
C4 1.619 0.367 -0.240
C5 0.247 0.857 -0.744
O2 -0.118 0.280 -1.963
H1 -1.851 -1.119 1.406
H2 -1.789 -1.163 -0.374
H3 -2.511 0.218 0.458
H4 -0.419 1.010 1.305
H5 1.394 -0.814 1.740
H6 2.599 0.829 -0.288
H7 0.098 1.935 -0.829
H8 0.291 -0.603 -1.949

HOMO-LUMO gap: 10.806 eV
HOMO: -9.795 eV
Molar mass: 100.1 g/mol
Multiplicity: 1
SMILES string: C[C@@H]1[C@H](O)[C@@H]2O[C@H]12

---

Stability check: which of them is most stable? #i.